1.
C16H38Cl6F12N4O10S2 | wB97M-V/def2-TZVPD

Computed properties:
Total energy, hartree: -6359.25189
Highest occupied orbital energy, Eh: -0.4987
Total charge: +2
Frontier orbital gap, eV: 6.159

Last column: Löwdin charge in e.
Positions of all 88 atoms, in Å:
N 5.67636 0.91839 13.90571  0.291
H 6.27540 0.20970 13.47972  0.108
H 5.91441 0.84067 14.88857  0.131
H 4.69408 0.67982 13.81273  0.161
H 5.95504 1.86157 13.60730  0.068
N 8.98576 1.60294 15.05629  0.284
H 8.50802 1.98831 14.24060  0.038
H 8.94519 2.27814 15.81209  0.105
H 9.98782 1.48638 14.93082  0.147
H 8.62750 0.70784 15.37458  0.153
N 7.62394 3.61426 17.85762  0.323
H 7.28838 3.89665 18.77477  0.168
H 8.61551 3.41153 17.94438  0.148
H 7.50789 4.30630 17.10772  0.085
H 7.16370 2.77305 17.52754  0.141
N 11.50128 3.16161 12.68653  0.297
H 12.38777 3.35943 12.23474  0.152
H 10.93393 2.52954 12.10859  0.041
H 10.90670 3.90013 13.04770  0.063
H 11.71228 2.62104 13.51906  0.128
C 6.86557 5.77205 13.10557  -0.651
F 6.02423 6.27739 13.98967  0.146
F 6.19830 5.25907 12.09911  0.164
F 7.73441 6.66017 12.62268  0.144
S 7.79550 4.33906 13.96650  0.608
O 7.06349 3.07869 13.65774  -0.366
O 9.14135 4.30288 13.38742  -0.324
O 7.81857 4.59816 15.41000  -0.358
C 8.18666 -0.47020 10.76405  -0.617
F 7.58824 -1.62385 11.13002  0.141
F 9.05374 -0.59114 9.75140  0.164
F 7.21636 0.30404 10.29738  0.118
S 9.05144 0.30540 12.28202  0.634
O 7.98809 0.63197 13.25146  -0.433
O 9.92982 -0.76964 12.76876  -0.284
O 9.82721 1.46500 11.76793  -0.334
C 5.16630 8.32499 16.09338  -0.073
C 4.50153 9.00588 17.27580  -0.186
O 3.21345 8.56663 17.72264  0.052
C 2.24080 8.30419 16.85218  -0.367
O 2.16728 8.38828 15.66120  0.166
C 0.95294 7.77361 17.60114  -0.524
F 1.19356 7.20871 18.80528  0.146
F 0.10038 8.74942 17.89297  0.184
F 0.34066 6.89897 16.80045  0.166
H 6.09427 8.85446 15.88126  0.070
H 4.55369 8.46961 15.20342  0.057
H 5.27135 7.26262 16.31426  0.064
H 4.54063 10.09362 17.19407  0.137
H 5.14844 8.90705 18.14933  0.124
C 4.14303 4.05603 15.06185  -0.064
C 3.22198 5.17276 15.53096  -0.225
O 1.86134 4.88353 15.30059  0.020
C 1.22285 5.26281 14.16060  -0.315
O 1.78040 5.86194 13.24372  0.148
C -0.16137 4.66012 13.99253  -0.556
F -0.03800 3.70407 13.05559  0.173
F -0.66863 4.15073 15.12433  0.180
F -0.95504 5.61261 13.53713  0.203
H 3.90245 3.12758 15.58669  0.075
H 5.18394 4.33566 15.21711  0.038
H 3.88720 3.81784 14.02769  0.092
H 3.57851 6.10984 15.10268  0.100
H 3.31766 5.28371 16.61201  0.132
Cl 12.89943 6.03554 14.91230  0.549
C 11.67492 6.99355 15.81808  -0.623
C 10.37324 7.01961 15.03273  -0.680
Cl 9.13098 8.15707 15.66460  0.583
H 12.06846 8.00887 15.79956  0.074
H 11.54850 6.64331 16.84018  0.075
H 9.95268 6.01559 15.05792  0.013
H 10.59110 7.26618 13.99469  0.073
Cl 2.76343 10.22887 11.39280  0.602
C 3.25427 8.67552 12.02789  -0.706
C 4.59357 8.25676 11.47549  -0.646
Cl 5.85703 9.35486 12.07249  0.571
H 2.48733 7.96723 11.71562  0.067
H 3.20620 8.81154 13.10753  0.042
H 4.47295 8.22245 10.39327  0.085
H 4.89928 7.27102 11.81973  0.032
Cl 11.02186 5.76182 10.12613  0.581
C 9.32635 5.49844 9.68779  -0.609
C 9.07922 3.99531 9.91920  -0.664
Cl 7.47816 3.39784 9.33196  0.579
H 9.20416 5.91271 8.68996  0.083
H 8.78155 6.09748 10.41490  0.045
H 9.22997 3.71030 10.95770  0.007
H 9.79088 3.43804 9.31143  0.063

2.
CH16O6 | wB97M-V/def2-TZVPD

Computed properties:
Total energy, hartree: -499.08524
Highest occupied orbital energy, Eh: -0.4034
SMILES: C.O.O.O.O.O.O
Frontier orbital gap, eV: 11.040
Energy relative to the best compared isomer or geometry (same formula, charge and spin), kcal/mol: 41.8

Last column: natural (NBO) charge in e.
Positions of all 23 atoms, in Å:
C -3.52397 -3.62611 3.32127  -0.891
H -3.93370 -4.03953 2.39517  0.211
H -3.38618 -4.59408 3.89947  0.206
H -4.38470 -3.21268 3.82433  0.237
H -2.54890 -3.31436 2.95801  0.237
O -0.29474 -1.54138 0.77078  -0.950
H -0.10978 -2.00642 1.59329  0.460
H -0.51820 -0.67510 1.15065  0.485
O 3.70432 3.98587 0.05209  -0.931
H 3.63822 3.08106 -0.27206  0.467
H 2.84324 4.35577 -0.16317  0.464
O 2.48714 -0.41909 -2.16528  -0.908
H 3.10802 -0.11519 -2.84022  0.460
H 1.69643 -0.02124 -2.54044  0.448
O -1.95776 1.07805 1.28961  -0.958
H -1.49936 1.84376 1.65548  0.475
H -1.76719 1.06548 0.34819  0.487
O -0.68204 -0.83630 -2.25136  -0.957
H -0.26996 -1.00970 -3.10096  0.472
H -1.19972 -1.61914 -2.05306  0.499
O 0.29362 1.39543 -0.76797  -0.964
H 0.13536 0.65073 -1.37571  0.491
H 0.99582 1.88959 -1.19636  0.460

3.
C55H56AsCdN10O4PS5 | wB97M-V/def2-TZVPD

Computed properties:
Total energy, hartree: -7713.97463
Highest occupied orbital energy, Eh: -0.0869
Total charge: -2
Frontier orbital gap, eV: 6.197
Energy relative to the best compared isomer or geometry (same formula, charge and spin), kcal/mol: 18.2

Last column: Löwdin charge in e.
Positions of all 133 atoms, in Å:
Cd 0.50951 1.55053 -0.40343  1.316
N 1.64917 2.74493 -4.50398  0.026
C 1.03972 2.12819 -3.40824  -0.939
S 0.32203 3.21614 -2.24452  0.464
N 1.08501 0.85063 -3.39323  -0.038
N 0.35091 0.06631 -2.55667  -0.096
C 0.97309 -0.91031 -1.97816  -0.144
C 2.40593 -1.06367 -1.86576  -0.183
C 2.99933 -2.31915 -2.01595  -0.079
C 4.36559 -2.48557 -1.94039  -0.144
C 5.16244 -1.36355 -1.68413  -0.117
C 4.60038 -0.12873 -1.47152  -0.043
C 3.19204 0.07973 -1.51134  -0.448
O 2.67879 1.21891 -1.21978  -0.231
H 2.33516 2.13637 -4.92993  0.074
H 2.00945 3.65581 -4.27011  0.042
H 0.33248 -1.69152 -1.57867  0.078
H 2.35567 -3.16385 -2.24890  0.105
H 4.81230 -3.46240 -2.08369  0.077
H 6.24048 -1.47797 -1.63462  0.091
H 5.22665 0.73144 -1.26097  0.100
O -2.87840 2.27305 2.22632  -0.323
S -2.26736 2.57435 0.94747  0.536
O -2.47671 1.62501 -0.12282  -0.415
N -0.71303 2.85363 1.02639  -0.221
C -0.15629 3.70481 1.94019  -0.287
C -0.84822 4.54688 2.80205  -0.032
C -0.17554 5.38749 3.69945  -0.098
C 1.19026 5.41932 3.76256  -0.075
C 1.94350 4.57416 2.91907  -0.167
C 3.35409 4.50740 2.95668  -0.027
C 4.01246 3.62772 2.14718  -0.044
C 3.26849 2.82266 1.26372  -0.164
N 1.96480 2.88112 1.18798  0.069
C 1.28297 3.71928 2.00290  -0.172
C -3.06992 4.08050 0.38591  -0.277
C -4.24733 4.49329 0.98744  -0.070
C -4.88265 5.63721 0.52527  -0.093
C -4.33188 6.35435 -0.52885  -0.103
C -3.15096 5.93155 -1.12429  -0.072
C -2.51466 4.78668 -0.66931  -0.066
H -1.92802 4.53528 2.78787  0.089
H -0.75916 6.01833 4.36037  0.095
H 1.70815 6.07210 4.45588  0.096
H 3.89288 5.15616 3.63889  0.107
H 5.08997 3.53683 2.17490  0.101
H 3.75222 2.11149 0.60681  0.068
H -4.64507 3.90894 1.80722  0.107
H -5.80861 5.96707 0.98029  0.094
H -4.82417 7.25254 -0.88265  0.092
H -2.72654 6.48564 -1.95169  0.104
H -1.60462 4.42553 -1.13217  0.018
S 6.77321 -2.84420 5.29151  0.492
C 5.84178 -2.35665 3.99598  -1.123
S 4.74937 -1.01633 4.13189  0.893
C 4.13902 -1.30970 2.41093  -1.119
N 4.78887 -2.30999 1.91319  -0.027
N 5.72939 -2.88565 2.74740  -0.139
C 6.40923 -3.99018 2.16575  -0.172
C 7.54552 -4.58459 2.71672  -0.056
C 8.13797 -5.66658 2.08205  -0.107
C 7.62956 -6.17024 0.89679  -0.122
C 6.51396 -5.56491 0.33529  -0.096
C 5.90903 -4.48688 0.95357  -0.019
S 2.91331 -0.40847 1.76263  0.656
H 7.95790 -4.20508 3.63323  0.015
H 9.01594 -6.12139 2.52534  0.093
H 8.10204 -7.01602 0.41170  0.088
H 6.10876 -5.94040 -0.59646  0.096
H 5.05559 -3.99671 0.51155  0.086
C 1.45976 -3.10720 3.01432  -0.138
N 0.38991 -2.72420 2.11964  -0.315
C 0.49343 -3.29183 0.78504  -0.105
P -0.51607 -1.32166 2.21271  0.529
O -0.41400 -0.38898 1.07148  -0.342
N -0.25638 -0.60116 3.68337  -0.289
C -0.46462 -1.29058 4.93358  -0.119
C 0.16944 0.78050 3.80043  -0.111
N -2.05676 -2.01186 2.27127  -0.277
C -3.16703 -1.08405 2.37143  -0.100
C -2.34702 -3.30088 2.85545  -0.133
H 1.25056 -4.09256 3.45756  0.082
H 1.57478 -2.37792 3.81227  0.056
H 2.40824 -3.17046 2.47728  0.053
H 0.41751 -4.38577 0.83542  0.085
H 1.44741 -3.02486 0.31558  0.073
H -0.32761 -2.91484 0.17643  0.050
H -0.73864 -2.32897 4.74921  0.064
H -1.26319 -0.80925 5.51305  0.083
H 0.44751 -1.27263 5.54199  0.084
H 0.29077 1.20067 2.80923  0.033
H 1.12615 0.85028 4.32625  0.079
H -0.58367 1.36671 4.34290  0.090
H -3.46455 -0.92351 3.41969  0.086
H -4.02845 -1.47522 1.82488  0.055
H -2.89816 -0.12417 1.94891  0.048
H -2.86636 -3.19544 3.81951  0.075
H -1.42587 -3.86055 3.00532  0.067
H -3.00275 -3.87706 2.19062  0.066
C -6.52611 2.58194 -4.52038  -0.120
C -5.94098 2.99678 -3.33128  -0.099
C -4.79230 2.37046 -2.87245  -0.130
C -4.22043 1.30134 -3.56787  -0.356
C -4.82434 0.89391 -4.75428  -0.097
C -5.96576 1.52814 -5.22843  -0.107
As -2.50955 0.60555 -2.80702  1.377
C -2.13959 -0.58258 -4.35546  -0.386
C -2.64993 -1.86282 -4.55178  -0.122
C -2.26915 -2.62387 -5.64975  -0.104
C -1.38630 -2.10475 -6.58449  -0.115
C -0.88714 -0.82108 -6.41563  -0.091
C -1.25973 -0.07299 -5.31015  -0.126
C -3.36856 -0.75237 -1.67743  -0.366
C -2.71858 -1.95666 -1.42096  -0.126
C -3.30414 -2.94184 -0.63937  -0.101
C -4.55773 -2.73343 -0.08569  -0.141
C -5.20741 -1.52842 -0.31143  -0.113
C -4.61591 -0.54892 -1.09369  -0.097
H -7.41347 3.07922 -4.89502  0.087
H -6.37838 3.81169 -2.76554  0.094
H -4.30914 2.70486 -1.95895  0.083
H -4.39636 0.07118 -5.31472  0.088
H -6.42144 1.19737 -6.15518  0.091
H -3.35891 -2.27532 -3.84487  0.094
H -2.65939 -3.62818 -5.77141  0.091
H -1.08985 -2.69874 -7.44138  0.089
H -0.19101 -0.41277 -7.13839  0.096
H -0.84852 0.91854 -5.16421  0.084
H -1.73982 -2.12735 -1.85316  0.085
H -2.78515 -3.87857 -0.47064  0.100
H -5.02005 -3.50101 0.52441  0.096
H -6.18577 -1.35111 0.12115  0.100
H -5.13064 0.39058 -1.24556  0.091

4.
C8H17N4O | wB97M-V/def2-TZVPD

Computed properties:
Total energy, hartree: -608.92387
Highest occupied orbital energy, Eh: -0.4270
Total charge: +1
Frontier orbital gap, eV: 6.994
Energy relative to the best compared isomer or geometry (same formula, charge and spin), kcal/mol: 92.6

Last column: natural (NBO) charge in e.
Positions of all 30 atoms, in Å:
C 0.89528 1.31189 -0.53753  0.717
C -1.53540 0.83337 -0.10369  0.367
C -3.93674 0.00180 0.05307  0.564
C -4.52084 1.28154 0.19524  -0.705
C 3.55428 0.60781 1.23619  -0.629
C 3.57210 -1.38263 -0.42109  -0.603
C 2.07544 0.61008 -0.94510  -0.559
C 2.74013 -0.18414 0.20463  -0.181
N -2.00199 -1.27152 -0.61898  -0.820
N -2.52901 -0.09413 -0.25494  -0.205
N -4.57079 -1.11575 0.03580  -0.671
N -0.38904 0.58125 -0.58342  -0.571
O 0.86830 2.42155 -0.09100  -0.495
H -1.60247 1.73876 0.43306  0.233
H -3.81186 1.67652 0.92823  0.260
H -5.50463 1.40022 0.56404  0.271
H -4.50264 1.84752 -0.75024  0.285
H 2.93759 1.41306 1.74581  0.218
H 4.39125 1.15325 0.92756  0.223
H 3.56724 -0.18325 2.05600  0.231
H 4.31098 -0.98628 -1.08848  0.206
H 4.17014 -1.86134 0.30359  0.229
H 2.91861 -2.02216 -1.12531  0.211
H 2.92442 1.28550 -1.03705  0.274
H 1.99105 -0.09395 -1.78160  0.251
H 2.07105 -0.72185 0.87693  0.198
H -2.57380 -1.82199 -1.28623  0.336
H -4.06112 -1.94940 -0.02939  0.436
H -5.60422 -1.32072 0.22787  0.458
H -0.41353 -0.42807 -0.86718  0.469

5.
C18H21ClN2O3Tc | wB97M-V/def2-TZVPD

Computed properties:
Total energy, hartree: -1574.03881
Highest occupied orbital energy (spin up / spin down), Eh: -0.5187 / -0.5203
2S+1: 4
Total charge: +2
Frontier orbital gap (spin up / spin down), eV: 7.190 / 3.274
Energy relative to the best compared isomer or geometry (same formula, charge and spin), kcal/mol: 7.8

Last column: natural (NBO) charge in e.
Positions of all 46 atoms, in Å:
Cl -2.45373 1.48879 -1.48397  -0.489
C 0.56714 -1.61837 -1.39015  -0.229
C 1.77055 -0.88876 -1.06377  -0.204
C 1.64522 0.43023 -1.56737  -0.207
H 2.64343 -1.28340 -0.54751  0.282
C 0.38397 0.54014 -2.24226  0.015
C -0.28969 -0.74090 -2.13073  -0.230
H -1.25221 -0.98614 -2.58204  0.309
H 0.35452 -2.66715 -1.20695  0.289
H 2.38438 1.23342 -1.54405  0.285
C -0.12495 1.75515 -2.90457  -0.700
Tc -0.11781 -0.02701 -0.12977  0.355
C 0.29860 -1.30103 1.24303  0.651
C -1.95520 -0.52145 0.14905  0.642
O 0.56378 -2.09885 2.06391  -0.424
O -3.04350 -0.81749 0.40383  -0.348
H 0.24120 2.65678 -2.41301  0.225
H -1.24906 1.73350 -2.76927  0.281
H 0.07488 1.82339 -3.97604  0.267
C 3.62975 1.32623 6.56535  -0.612
C 2.13229 1.19449 6.78108  -0.259
N 1.37506 1.18335 5.51257  -0.039
C 0.47147 0.04420 5.30932  -0.262
C -0.56741 -0.12126 6.41289  -0.609
C 1.28845 2.40538 4.87195  0.610
O 1.83724 3.40132 5.34048  -0.356
C 0.55169 2.52265 3.55041  -0.194
C -0.16323 3.69644 3.27548  -0.070
C -0.83748 3.77938 2.05977  -0.213
C -0.77334 2.71441 1.16849  0.096
N 0.00269 1.63583 1.37944  -0.492
C 0.67731 1.55012 2.55337  0.083
H 3.98884 0.49214 5.95183  0.225
H 4.13976 1.29356 7.53359  0.271
H 3.87388 2.27448 6.07904  0.244
H 1.90920 0.24499 7.27519  0.237
H 1.77408 2.03201 7.40583  0.286
H -0.03789 0.16895 4.34818  0.234
H 1.09817 -0.86135 5.22566  0.270
H -1.20186 0.77309 6.44962  0.236
H -1.19477 -0.99180 6.18926  0.270
H -0.09334 -0.26976 7.39008  0.238
H -0.21127 4.49533 4.01310  0.268
H -1.43132 4.64985 1.77516  0.274
H -1.37955 2.68907 0.25526  0.277
H 1.32418 0.68207 2.69454  0.216